(1)
The following is a quantum chemistry calculation of a cluster of 5 separate species, C24H29ClN2O6 in total, from the Open Molecules 2025 dataset.

Results
Relative energy (zero: lowest compared OMol25 entry of this formula, charge and spin) = 47.3 kcal/mol
Total charge = 0
HOMO level = -7.35 eV
Max |F| = 9.33 eV/Å

Geometry (Å):
C  1.70234  4.22151  0.10380
C  1.80793  3.47100  -1.25085
N  0.82182  4.29123  -2.13891
C  1.04722  5.35041  -2.98823
C  -0.14203  5.60331  -3.76801
N  -1.15476  4.69508  -3.22395
C  -0.43736  3.90001  -2.41413
C  -2.46245  4.51481  -3.90077
H  2.55459  3.87767  0.71327
H  0.81798  3.83090  0.66197
H  1.54906  5.39380  0.17468
H  1.35871  2.45694  -1.19348
H  2.83790  3.54048  -1.64806
H  1.87156  5.91600  -3.13662
H  -0.36817  6.38074  -4.30384
H  -0.89290  3.07697  -1.92826
H  -2.54601  5.49500  -4.27813
H  -3.15481  4.28646  -2.87377
H  -2.27581  3.72011  -4.55694
Cl  -0.83296  0.59425  -0.75617
C  0.77911  -2.72671  0.73070
C  1.63819  -3.49631  1.72463
C  1.38853  -4.86372  1.54008
C  0.59745  -5.37135  0.55820
C  -0.07891  -4.64816  -0.36600
C  -0.00094  -3.19586  -0.21712
O  -0.73689  -2.42183  -1.11781
O  2.27414  -5.71422  2.25692
H  0.83930  -1.76214  0.91777
H  2.26869  -2.90245  2.23650
H  0.36657  -6.39535  0.35719
H  -0.95303  -4.79165  -1.21511
H  -1.03732  -1.56105  -0.95953
H  2.92913  -5.24444  2.94675
C  4.77823  0.58797  0.07772
C  3.19464  0.57318  0.08115
C  2.61648  0.62328  1.30718
C  3.39770  0.68360  2.54509
C  4.81263  0.56620  2.59385
C  5.51231  0.47861  1.35556
O  6.87993  0.48930  1.14516
O  1.30768  0.87335  1.42637
H  5.39517  0.58086  -0.83505
H  2.69823  0.45396  -0.94074
H  2.75727  0.55991  3.39860
H  5.55022  0.68930  3.34958
H  7.20843  0.17337  1.86223
H  0.66327  0.97158  0.67360
C  -4.09120  -3.66177  1.63488
C  -3.65557  -2.23328  1.45049
C  -4.53722  -1.29135  0.95565
C  -5.83271  -1.65938  0.86621
C  -6.30978  -3.09780  0.95529
C  -5.37644  -4.11029  1.25795
O  -5.68238  -5.42381  1.15590
O  -4.15289  0.04399  0.82773
H  -3.29806  -4.47434  1.79378
H  -2.51463  -2.01727  1.56898
H  -6.77735  -1.01227  0.78589
H  -7.44161  -3.44067  0.71369
H  -6.30234  -5.62782  0.53071
H  -3.17590  0.18013  0.77577



(2)
The following is a quantum chemistry calculation of a structure of composition C24H29ClN2P2Ru, from the Open Molecules 2025 dataset.

Results
<S²> = 6.0173
Total charge = +2
HOMO level (spin up / spin down) = -13.05 / -14.54 eV
Max |F| = 6.33 eV/Å
Multiplicity = 5

Geometry (Å):
C  1.56347  -2.67622  2.87868
C  1.30447  -2.10424  1.62097
C  0.02347  -2.30028  1.06395
C  -0.72914  -3.40399  1.46782
C  -0.42369  -4.04166  2.67473
C  0.63997  -3.56021  3.43557
C  -1.64062  -4.00438  0.46636
C  -2.37742  -2.99920  -0.33655
C  -1.63440  -1.90774  -0.78872
C  -1.92235  -1.34962  -2.04374
C  -3.23202  -1.50667  -2.53221
C  -4.11179  -2.36428  -1.87417
C  -3.64884  -3.22635  -0.87794
H  2.45978  -2.39203  3.42764
H  -1.00799  -4.90911  2.98450
H  0.77199  -3.90666  4.45363
H  -2.27774  -4.77529  0.88493
H  -3.56480  -0.91274  -3.38844
H  -5.15804  -2.40159  -2.17957
H  -4.24707  -4.07432  -0.53119
N  -0.62205  -1.33840  0.13590
Ru  -0.15167  0.60044  0.13011
C  2.36342  -1.35546  0.83496
H  2.43209  -1.68917  -0.21167
H  3.35703  -1.40427  1.30093
C  -0.80572  -0.71936  -2.82920
H  0.09405  -1.34283  -2.85585
H  -1.09327  -0.46008  -3.84966
P  1.85024  0.41256  0.79131
P  -0.29912  0.83545  -1.97800
C  -1.77536  1.80719  -2.48660
H  -1.86828  2.71170  -1.88266
H  -1.68707  2.07518  -3.54441
H  -2.67004  1.19553  -2.33461
C  1.03032  1.46358  -3.04185
H  0.63223  1.61537  -4.04947
H  1.42698  2.40897  -2.66455
H  1.83884  0.72976  -3.06423
C  2.11457  0.76229  2.57350
H  3.12095  0.46129  2.87756
H  1.97201  1.82373  2.78063
H  1.38418  0.19678  3.15844
C  3.22346  1.26236  -0.03571
H  3.35832  2.24423  0.43541
H  4.13661  0.66196  0.07008
H  2.98748  1.39755  -1.09794
H  -0.98517  -4.39709  -0.23362
H  -1.19252  -0.66328  0.73811
Cl  0.80012  4.90745  3.69869
C  0.56357  4.49847  2.06312
C  0.74954  5.45262  1.06861
C  0.56471  5.02664  -0.23634
C  0.25783  3.69286  -0.51058
N  0.10816  2.78043  0.45964
C  0.19260  3.18377  1.74728
H  1.01088  6.47402  1.32638
H  0.66897  5.69394  -1.07666
H  0.11240  3.36219  -1.54421
H  0.01148  2.44821  2.53087



(3)
The following is a quantum chemistry calculation of a structure of composition C24H29FeN2O, from the Open Molecules 2025 dataset.

Results
<S²> = 6.0370
Total charge = -1
HOMO level (spin up / spin down) = 1.10 / -5.22 eV
Max |F| = 4.26 eV/Å
Multiplicity = 5

Geometry (Å):
C  -2.21666  2.20000  -1.89112
N  -0.78124  2.32578  -1.88482
C  -0.18078  3.53827  -2.40769
C  1.28881  3.36845  -2.09891
N  1.33952  2.08114  -1.43733
C  2.57652  1.62656  -0.85722
C  0.12871  1.51796  -1.32902
C  -0.10563  0.09636  -0.89576
H  -2.53620  1.23069  -1.50028
H  -2.67297  2.99403  -1.28172
H  -2.58548  2.31966  -2.91814
H  -0.36620  3.60393  -3.48802
H  -0.59838  4.42706  -1.91611
H  1.90409  3.32548  -3.00883
H  1.66807  4.16851  -1.44693
H  2.70519  0.54617  -0.97878
H  3.40709  2.16232  -1.33087
H  2.61472  1.85785  0.21558
H  0.84208  -0.40473  -1.14951
H  -0.88775  -0.28822  -1.57594
C  5.29127  1.63668  2.97704
O  3.99599  2.22788  2.73154
C  2.88777  1.43781  2.60505
C  1.64795  2.12369  2.57673
C  0.54205  1.48506  2.06042
C  0.65158  0.18877  1.53669
C  -0.43800  -0.27198  0.55231
C  -0.72410  -1.77544  0.55141
C  -1.46068  -2.53277  1.54799
C  -1.45147  -3.93308  1.15448
C  -0.71463  -4.04617  -0.09406
C  -0.28501  -2.71448  -0.47188
Fe  -2.24621  -2.79346  -0.24997
C  -3.43366  -1.46817  -1.11802
C  -4.07281  -2.08795  0.03027
C  -4.08560  -3.52411  -0.19179
C  -3.44029  -3.79367  -1.46739
C  -3.02305  -2.52055  -2.03961
C  1.79693  -0.56817  1.81341
C  2.92860  0.05031  2.34036
H  5.90290  2.46410  3.34589
H  5.23786  0.84208  3.73629
H  5.71202  1.24479  2.03905
H  1.62779  3.16547  2.89084
H  -0.42870  1.98862  2.05452
H  -1.36059  0.22648  0.90211
H  -1.87150  -2.08541  2.45096
H  -1.84129  -4.76179  1.73945
H  -0.44708  -4.95847  -0.62842
H  0.37316  -2.46088  -1.29676
H  -3.41956  -0.40549  -1.33241
H  -4.53995  -1.54667  0.85418
H  -4.58403  -4.25503  0.44142
H  -3.35632  -4.76241  -1.96083
H  -2.57856  -2.36454  -3.02557
H  1.81085  -1.64467  1.62685
H  3.85289  -0.50366  2.49886



(4)
The following is a quantum chemistry calculation of a structure of composition C24H29IrN4O6S, from the Open Molecules 2025 dataset.

Results
<S²> = 0.7698
Total charge = +3
HOMO level (spin up / spin down) = -16.03 / -16.04 eV
Max |F| = 2.98 eV/Å
Multiplicity = 2

Geometry (Å):
Ir  -0.54360  0.63405  0.07772
N  -0.33232  -1.67456  5.00962
C  0.68789  -0.70052  4.47796
C  0.66910  -0.58535  2.94046
N  -0.17154  0.49467  2.41118
H  -0.27987  -1.74168  6.03103
H  -0.17826  -2.61351  4.63306
H  -1.28795  -1.39917  4.77165
H  1.66638  -1.03872  4.81203
H  0.49038  0.26777  4.93660
H  0.33526  -1.52825  2.49926
H  1.68878  -0.41329  2.59666
H  0.12377  1.40883  2.74623
H  -1.16200  0.37101  2.60568
O  0.21084  4.27578  -1.64018
C  0.15141  3.37840  -0.91838
N  0.16468  2.43754  -0.13850
C  5.15363  3.92609  0.57640
O  4.43246  2.85390  -0.04747
C  4.53077  1.61278  0.43649
C  5.20592  1.25549  1.60194
C  5.27528  -0.07295  1.97714
C  4.68314  -1.06524  1.19384
C  4.01563  -0.72657  0.03586
C  3.91632  0.61011  -0.34919
N  3.40892  1.07085  -1.57251
C  2.83493  0.49738  -2.59806
C  2.05760  -0.69565  -2.71441
C  2.03545  -1.33062  -3.95996
C  1.26741  -2.45956  -4.18395
C  0.42906  -2.95088  -3.17528
C  0.35634  -2.31146  -1.96490
C  1.16246  -1.17828  -1.67679
O  1.10074  -0.57351  -0.53703
H  4.96277  4.80581  -0.02814
H  6.22318  3.71554  0.59369
H  4.79791  4.09935  1.59257
H  5.69720  2.01217  2.19623
H  5.82965  -0.34484  2.86566
H  4.78573  -2.10493  1.47284
H  3.62962  -1.50891  -0.59766
H  3.68700  2.04217  -1.72420
H  2.97136  1.05247  -3.52198
H  2.67988  -0.95721  -4.74702
H  1.31299  -2.96428  -5.13945
H  -0.16792  -3.83318  -3.36296
H  -0.33407  -2.64537  -1.20067
C  -8.38653  0.59079  -1.47926
C  -6.96244  0.19668  -1.30704
C  -5.93907  1.15468  -1.29165
C  -4.62421  0.78191  -1.11068
C  -4.32226  -0.56587  -0.93737
C  -5.30568  -1.54628  -0.99870
C  -6.61581  -1.15729  -1.18214
S  -2.67915  -1.00725  -0.53457
O  -2.50519  -2.42205  -0.48054
O  -2.33861  -0.34540  0.79425
O  -1.74384  -0.31122  -1.48733
H  -8.52027  1.66904  -1.48926
H  -9.01552  0.15325  -0.70195
H  -8.77898  0.18285  -2.41470
H  -6.18306  2.20056  -1.42182
H  -3.82890  1.51777  -1.11061
H  -5.03046  -2.58874  -0.90659
H  -7.39430  -1.90715  -1.23312



Which of these has the lowest max |F|? C24H29IrN4O6S



Among the records above, which one has the highest max |F|? C24H29ClN2O6



What is the formula in the second record? C24H29ClN2P2Ru



Look up the max |F| of the second one. 6.33 eV/Å